{
  "formula": "C30H92N6O13",
  "method": "ωB97M-V/def2-TZVPD",
  "gap_ev": 8.93,
  "homo_ev": -8.6,
  "charge": 0,
  "fmax_ev_per_a": 1.95,
  "lumo_energy_ev": 0.3,
  "relative_energy_kcal_mol": 55.8,
  "symbols": ["C", "C", "O", "H", "H", "H", "H", "H", "H", "C", "C", "O", "H", "H", "H", "H", "H", "H", "C", "C", "O", "H", "H", "H", "H", "H", "H", "C", "C", "C", "O", "C", "N", "H", "H", "H", "H", "H", "H", "H", "H", "H", "H", "H", "C", "C", "C", "O", "C", "N", "H", "H", "H", "H", "H", "H", "H", "H", "H", "H", "H", "C", "C", "C", "O", "C", "N", "H", "H", "H", "H", "H", "H", "H", "H", "H", "H", "H", "C", "C", "C", "O", "C", "N", "H", "H", "H", "H", "H", "H", "H", "H", "H", "H", "H", "C", "C", "C", "O", "C", "N", "H", "H", "H", "H", "H", "H", "H", "H", "H", "H", "H", "C", "C", "C", "O", "C", "N", "H", "H", "H", "H", "H", "H", "H", "H", "H", "H", "H", "O", "H", "H", "O", "H", "H", "O", "H", "H", "O", "H", "H"],
  "xyz": [[4.154869, 2.158611, 1.465687], [2.639434, 2.342102, 1.546246], [2.155302, 2.196315, 2.895881], [4.665165, 3.113805, 1.589172], [4.509988, 1.781195, 0.506388], [4.583065, 1.474308, 2.204468], [2.074337, 1.796762, 0.786957], [2.470615, 3.403812, 1.341184], [2.605556, 1.382827, 3.161194], [-4.551030, -0.777880, -2.665825], [-5.877477, -1.432472, -2.327216], [-6.062948, -2.664852, -3.017172], [-4.461952, 0.192119, -2.176632], [-4.433245, -0.703969, -3.748273], [-3.750754, -1.411260, -2.279417], [-6.694289, -0.743558, -2.575004], [-5.906037, -1.772057, -1.290031], [-6.141430, -2.502629, -3.963519], [-0.473181, 6.338053, 2.362342], [0.473067, 5.300597, 2.919880], [0.207280, 4.008543, 2.353078], [-0.356510, 7.249128, 2.960275], [-1.527901, 6.119626, 2.531155], [-0.202073, 6.545842, 1.328262], [0.367542, 5.329569, 4.014492], [1.530392, 5.524259, 2.730152], [1.002658, 3.509101, 2.643289], [-5.444797, 2.431705, 2.594341], [-5.255897, 3.925241, 2.379225], [-5.170323, 4.728124, 3.649746], [-4.060635, 4.313628, 4.439122], [-4.208598, 4.369965, 5.840257], [-4.109058, 4.133714, 1.491135], [-6.267929, 2.113629, 3.246993], [-4.517510, 1.969507, 2.929024], [-5.790281, 2.016308, 1.641834], [-6.168396, 4.313182, 1.908637], [-6.101287, 4.724611, 4.218945], [-4.972665, 5.760014, 3.327981], [-4.063771, 5.323363, 6.349001], [-3.424909, 3.712470, 6.231524], [-5.121091, 3.838175, 6.127886], [-4.067706, 3.490080, 0.713962], [-3.283810, 3.919207, 2.046838], [1.576586, -6.642354, -8.517631], [1.671378, -5.310971, -7.774382], [0.426059, -4.995674, -6.963294], [0.540235, -3.747137, -6.338821], [-0.426075, -3.407173, -5.358236], [2.846495, -5.361240, -6.840957], [1.048038, -7.419889, -7.958860], [2.578862, -7.032860, -8.673538], [0.991018, -6.457124, -9.420616], [1.873648, -4.562178, -8.547302], [0.305063, -5.779852, -6.200963], [-0.486789, -5.085159, -7.568327], [-1.400557, -3.650651, -5.786853], [-0.401972, -2.312444, -5.343234], [-0.142647, -3.678776, -4.340594], [2.653968, -4.557304, -6.230958], [3.618213, -4.957513, -7.373943], [-2.410980, 0.611519, 0.727600], [-1.031688, -0.015376, 0.836487], [-0.100533, 0.292265, -0.317821], [-0.721729, 0.100325, -1.582849], [-0.890235, -1.246385, -1.964811], [-0.445740, 0.281850, 2.169889], [-2.368078, 1.703822, 0.747293], [-3.003247, 0.277584, 1.577199], [-2.858794, 0.343460, -0.229356], [-1.181187, -1.097926, 0.931090], [0.829725, -0.294489, -0.297864], [0.260514, 1.327370, -0.351648], [-1.562678, -1.845576, -1.337966], [0.050037, -1.807935, -1.895399], [-1.317550, -1.174515, -2.961210], [-0.367209, 1.294399, 2.228310], [0.487165, -0.120640, 2.152984], [2.903352, 1.290185, -2.133851], [3.216553, 2.749097, -2.463817], [2.112116, 3.800109, -2.278960], [1.064785, 3.453439, -3.164523], [-0.179603, 3.926502, -2.714920], [4.533122, 3.180326, -1.875319], [3.524256, 0.558028, -2.647552], [1.859067, 1.110620, -2.398939], [3.015851, 1.127637, -1.058013], [3.414240, 2.696310, -3.545384], [2.575397, 4.750947, -2.553044], [1.750687, 3.752057, -1.246819], [-0.933934, 3.893292, -3.502318], [-0.183104, 4.968369, -2.373603], [-0.548701, 3.303162, -1.890583], [5.097530, 2.637297, -2.518954], [4.739687, 4.165894, -1.960814], [7.858743, -3.848804, -2.536708], [6.401324, -4.037583, -2.131477], [5.424570, -3.451415, -3.147916], [4.126790, -3.559212, -2.614677], [3.139667, -3.228764, -3.564262], [6.152946, -5.484111, -1.947742], [8.058768, -2.798963, -2.758905], [8.127438, -4.438638, -3.418577], [8.545458, -4.189372, -1.763117], [6.246325, -3.579416, -1.149490], [5.616791, -3.934678, -4.112774], [5.711567, -2.402313, -3.304422], [3.217121, -2.224710, -3.991148], [2.131806, -3.328046, -3.159508], [3.178141, -3.962478, -4.377995], [5.156904, -5.629788, -2.098905], [6.609442, -5.960698, -2.722857], [-2.426146, -2.300291, 4.121421], [-1.931538, -1.670307, 5.414364], [-2.980540, -0.860183, 6.155320], [-2.449877, -0.099785, 7.211336], [-3.449916, 0.628522, 7.858631], [-1.213304, -2.678659, 6.195824], [-2.814407, -1.468171, 3.526982], [-3.266736, -3.000572, 4.246743], [-1.735267, -2.907021, 3.540781], [-1.158177, -0.991733, 5.026151], [-3.802529, -1.544058, 6.410889], [-3.312505, -0.108018, 5.421719], [-4.196186, -0.036603, 8.312563], [-4.032573, 1.289140, 7.204606], [-3.033573, 1.235119, 8.659309], [-1.838434, -3.480105, 6.305964], [-1.120697, -2.340164, 7.154970], [0.508647, 1.898423, 5.704331], [0.896751, 1.122525, 5.290475], [-0.141307, 2.219183, 5.055305], [-1.634860, 2.818490, 3.929265], [-1.145716, 3.420242, 3.328016], [-2.518820, 3.213356, 4.007737], [2.091746, -1.416042, 1.773125], [1.999682, -2.097460, 2.448418], [2.397445, -1.890388, 0.981041], [2.347403, -3.293319, -0.338509], [3.070209, -3.590225, -0.915820], [1.615083, -3.888474, -0.530011]],
  "atomic_forces_ev_per_a": [[0.52, -0.23, -0.25], [0.71, 1.43, 0.01], [0.67, -0.88, -0.90], [-0.05, 0.00, 0.18], [-0.33, 0.08, -0.12], [-0.39, -0.04, 0.18], [-0.01, -0.44, 0.44], [-0.16, -0.13, -0.34], [-0.47, 0.08, 0.61], [0.09, -0.53, 0.43], [-0.01, -0.29, -0.33], [0.00, -0.18, -0.33], [0.00, 0.11, -0.21], [0.00, 0.27, 0.03], [0.08, 0.06, -0.13], [-0.08, -0.10, 0.37], [-0.14, 0.61, 0.09], [0.03, 0.07, 0.09], [0.53, 0.55, 0.39], [-0.22, 0.21, 0.32], [0.78, 0.50, 0.58], [0.34, 0.10, -0.26], [0.03, -0.55, -0.47], [-0.53, 0.07, -0.10], [-0.05, -0.57, -0.07], [-0.19, 0.36, -0.16], [-0.98, -0.40, -0.11], [-0.90, -0.51, -0.11], [-0.75, -0.85, -0.35], [1.00, 0.99, -0.21], [-0.06, 0.13, -0.07], [0.47, -1.61, 0.35], [0.41, 0.83, 0.78], [0.21, 0.47, 0.40], [-0.02, -0.14, -0.09], [0.59, -0.19, -0.12], [0.16, 0.01, -0.23], [-0.03, -0.33, 0.02], [-0.19, 0.09, 0.20], [-0.39, 0.37, -0.49], [0.15, 0.18, -0.03], [-0.31, 0.55, 0.12], [-0.40, -0.16, -0.01], [0.12, 0.11, -0.21], [-0.74, 0.16, 0.40], [0.80, -0.53, 0.27], [-0.39, -0.86, 0.28], [0.75, 0.39, 0.00], [0.36, 1.31, -1.29], [-0.57, 1.38, -0.20], [0.00, 0.16, 0.23], [-0.02, 0.12, -0.51], [0.38, -0.37, -0.27], [-0.39, 0.32, 0.19], [0.24, -0.08, 0.04], [0.07, 0.34, -0.23], [-0.26, -0.48, 0.90], [-0.06, 0.00, 0.04], [-0.44, -0.85, -0.09], [0.08, -0.43, 0.22], [0.19, -0.55, 0.00], [0.33, 0.17, -0.31], [0.02, -0.56, 1.47], [0.31, 0.09, -0.74], [-0.10, -0.15, 0.02], [0.00, 0.05, 0.32], [-0.14, 0.36, -0.99], [0.16, 0.05, 0.13], [-0.17, -0.01, -0.11], [-0.22, -0.13, 0.12], [-0.03, -0.09, -0.63], [-0.20, -0.25, 0.33], [-0.45, 0.13, 0.35], [-0.34, 0.42, 0.16], [0.25, 0.20, -0.50], [0.24, -0.45, -0.18], [0.18, -0.03, 0.37], [0.08, 0.18, 0.21], [-0.65, 0.61, 1.06], [0.88, 0.39, -1.22], [0.55, -1.68, -0.06], [0.00, 0.48, -0.09], [-0.82, 0.04, 0.34], [-1.01, -1.43, -0.04], [0.17, 0.22, -0.14], [0.03, -0.16, -0.06], [-0.05, -0.14, -0.06], [-0.57, 0.44, -0.14], [-0.35, 0.34, 0.27], [0.04, 0.43, 0.12], [0.32, -0.29, -0.24], [0.41, 0.00, 0.02], [0.03, 0.05, 0.04], [1.11, 0.57, 0.54], [-0.14, 0.03, -0.41], [-0.03, 0.19, -0.16], [0.17, -0.91, 0.10], [1.55, 0.75, 0.69], [-0.28, 0.10, -0.28], [-0.60, -0.57, -0.84], [-0.12, 0.25, -0.37], [0.12, -0.03, 0.05], [-0.26, 0.08, -0.14], [-0.17, 0.12, 0.21], [-0.12, 0.24, -0.17], [-0.68, -0.37, -0.04], [-0.36, 0.18, 0.03], [0.32, 0.06, 0.20], [0.22, 0.07, 0.48], [0.11, 0.18, -0.09], [0.06, -0.20, 0.25], [-0.04, -0.13, 0.12], [-1.68, 0.07, -0.03], [1.82, -0.21, -0.66], [0.10, 0.42, -1.59], [0.22, -0.58, 0.37], [-0.74, -0.02, 0.49], [-0.69, -0.29, 0.87], [0.15, -0.26, -0.38], [-0.11, 0.21, 0.41], [0.66, 0.50, 0.24], [-0.14, 0.31, 0.49], [-0.12, 0.28, 0.49], [-0.56, -0.31, -0.09], [0.05, -0.13, 0.07], [0.29, 0.04, -0.35], [0.33, -0.05, -0.10], [0.18, -0.02, -0.13], [0.29, 0.11, -0.20], [0.05, 0.12, -0.13], [-0.09, -0.01, 0.01], [-0.12, -0.12, 0.18], [-0.25, 0.37, -0.26], [0.06, -0.41, 0.12], [0.14, -0.07, 0.25], [0.21, 0.05, 0.04], [0.02, 0.03, -0.08], [-0.21, -0.08, 0.16], [0.10, -0.20, -0.22], [0.02, 0.18, 0.03], [0.00, 0.07, 0.14]]
}